# 1
Below is an isolated molecule of CH4N4OS at a distorted geometry, with properties calculated with ωB97M-V/def2-TZVPD.

- calculated total energy (Eh) = -732.61491
- expectation value of S² = 2.028
- total charge = 0
- E_HOMO (spin up / spin down) (eV) = -5.75 / -9.27
- orbital gap (spin up / spin down) (eV) = 6.0 / 6.6
- 2S+1 = 3
- energy above the lowest of the compared OMol25 structures with the same formula, charge and spin (kcal per mole) = 53.6

Last column: natural (NBO) charge in e.
Atoms and positions in Å:
S: 1.17 -0.90 -0.94  1.2195
O: 0.93 -0.33 -2.65  -0.8012
N: -0.98 -1.87 -0.12  -0.1793
N: -1.03 -0.75 0.48  -0.1743
N: 0.04 -2.15 -0.76  -0.4183
N: 0.11 0.00 0.14  -0.3245
C: 0.32 1.35 0.76  -0.4679
H: -0.48 2.04 0.45  0.2436
H: 0.74 1.08 1.74  0.2427
H: 1.11 1.85 0.14  0.2451
H: -1.93 -0.31 0.75  0.4147


# 2
Below is an isolated molecule of C3H4IN3 at a distorted geometry, with properties calculated with ωB97M-V/def2-TZVPD.

- calculated total energy (Eh) = -578.49686
- total charge = 0
- E_HOMO (spin up / spin down) (eV) = -8.09 / -8.09
- orbital gap (spin up / spin down) (eV) = 6.3 / 6.3
- energy above the lowest of the compared OMol25 structures with the same formula, charge and spin (kcal per mole) = 105.1

Last column: natural (NBO) charge in e.
Atoms and positions in Å:
I: -2.19 2.11 -0.38  0.2010
N: -0.43 -2.05 -1.49  -0.0697
N: -1.23 0.19 -0.85  -0.4286
N: -1.45 -1.70 -2.02  -0.1464
C: 0.74 0.05 0.70  -0.7100
C: -0.29 -0.38 -0.26  0.2766
C: -1.91 -0.52 -1.88  -0.0829
H: 0.13 0.35 1.53  0.2363
H: 1.24 -0.83 1.09  0.2463
H: 1.55 0.69 0.47  0.2503
H: -2.89 -0.24 -2.39  0.2271


# 3
Below is an isolated molecule of C6H8P2 at a distorted geometry, with properties calculated with ωB97M-V/def2-TZVPD.

- calculated total energy (Eh) = -915.87652
- expectation value of S² = 2.027
- total charge = 0
- E_HOMO (spin up / spin down) (eV) = -7.21 / -8.84
- orbital gap (spin up / spin down) (eV) = 7.0 / 8.0
- 2S+1 = 3

Last column: natural (NBO) charge in e.
Atoms and positions in Å:
P: -3.77 -0.48 -0.05  0.4760
P: -1.18 1.32 -0.25  0.8648
C: 1.05 0.82 0.96  -0.0879
C: -0.06 1.57 1.09  -0.5781
C: 0.00 0.39 -1.28  -0.6999
C: -2.24 0.04 0.26  -0.7911
C: 1.06 -1.35 0.16  -0.2757
C: 1.13 -0.02 -0.35  -0.3469
H: 0.52 1.08 -2.13  0.2368
H: 1.93 0.67 1.51  0.2088
H: 0.53 -2.00 -0.43  0.1651
H: -4.40 0.68 -0.14  -0.0699
H: 2.23 0.27 -0.82  0.2173
H: -0.45 -0.32 -1.91  0.2477
H: 1.31 -1.74 1.18  0.1893
H: -0.11 2.35 1.84  0.2435